(1)
Here is a molecular structure, C35H41AsF6GaN7OSSi in a non-equilibrium geometry from the Open Molecules 2025 dataset. Energies are from ωB97M-V/def2-TZVPD.

Geometry as XYZ:
```
94
C35H41AsF6GaN7OSSi (ωB97M-V/def2-TZVPD)
As 0.6649 0.7371 3.9133
Ga -0.4072 0.1472 0.2396
S -0.9312 2.4063 -0.0168
Si 2.9675 0.3169 -0.5871
F 0.5753 2.3081 3.2434
F 0.6390 -0.9725 4.2066
F -1.0501 0.7519 4.1512
F 0.1945 0.1513 2.1203
F 2.3008 0.6209 3.4581
F 0.9852 1.1762 5.5121
O 1.4552 0.4054 -0.1179
N -0.8866 3.4954 -2.3970
N -0.6192 1.2205 -2.4920
N -4.0237 -1.8288 1.6106
N -0.5124 0.1122 -1.8101
N -2.0019 -1.4813 2.6882
N -0.0063 -1.8663 -0.1815
N -2.3427 -0.5197 0.6201
C -1.9456 2.9612 -4.6178
C -0.2869 -1.2000 -3.8850
C 3.9876 -2.6845 2.1310
C -2.4228 -2.1153 3.9361
C 5.2394 -3.0982 1.7006
C 5.1869 2.0990 -0.8896
C -0.1145 -2.1642 -1.4944
C -2.8041 -1.2504 1.6301
C 3.6361 2.7029 0.8537
C 3.0871 -0.0562 -2.4339
C -4.8491 -1.9290 0.4088
C -0.8318 3.6794 -3.8574
C 3.2207 -0.6775 -5.1687
C -0.8035 2.3444 -1.7425
C 4.0258 1.8322 -0.1615
C 3.3221 -1.6688 1.4496
C 4.3823 3.8480 1.1153
C -3.3365 -0.1929 -0.4039
C 5.1550 -1.5004 -0.0992
C 3.2143 0.9503 -3.3951
C 3.9027 -1.0673 0.3355
C -4.6045 -2.3629 2.8438
C 5.9287 3.2455 -0.6272
C 3.0937 -1.6933 -4.2295
C 5.5274 4.1140 0.3789
C -0.3230 -1.0390 -2.4090
C 0.2734 -4.4756 -1.0212
C 5.8150 -2.5212 0.5756
C 3.0250 -1.3817 -2.8766
C -4.0880 -1.4496 -0.8112
C -0.0020 -3.4744 -1.9401
C 0.4312 -4.1446 0.3135
C 3.2796 0.6458 -4.7499
C 0.2612 -2.8184 0.6975
C -3.5466 -3.0907 3.6544
H 3.2831 -0.9170 -6.2233
H -4.0487 0.5422 -0.0123
H -0.9107 4.7492 -4.0316
H 5.5139 1.4274 -1.6769
H 0.6756 -4.8936 1.0531
H 6.8215 3.4530 -1.2051
H 3.5312 -3.1315 3.0079
H -1.2543 -0.8128 2.8011
H 3.3794 1.4400 -5.4804
H 2.3532 -1.3327 1.7972
H -5.4150 -3.0364 2.5722
H 3.0542 -2.7282 -4.5520
H -5.1563 -2.9700 0.2915
H 0.1429 3.3401 -4.2119
H -5.7520 -1.3269 0.5445
H 2.7465 2.4996 1.4378
H -0.2687 -0.2219 -4.3564
H -3.1694 -3.9462 3.0888
H 5.6242 -1.0512 -0.9685
H -0.1287 -3.7060 -2.9889
H 5.7778 -3.8586 2.2536
H -2.9241 3.2380 -4.2217
H 0.3428 -2.5048 1.7301
H -1.5524 -2.6098 4.3640
H -0.9720 4.3146 -1.8163
H -2.8390 0.2562 -1.2598
H -2.7449 -1.3516 4.6485
H -1.8318 1.8838 -4.5426
H 4.0677 4.5225 1.9030
H 2.9429 -2.1820 -2.1446
H 3.2733 1.9868 -3.0763
H 6.7863 -2.8546 0.2296
H 6.1192 4.9944 0.5986
H -1.1713 -1.7459 -4.2256
H -5.0299 -1.5459 3.4343
H 0.3674 -5.5030 -1.3468
H -3.3720 -2.2076 -1.1417
H -3.9715 -3.4565 4.5879
H -4.7844 -1.2518 -1.6259
H 0.6043 -1.7548 -4.1783
H -1.9019 3.2397 -5.6702
```

Summary:
Total charge: +1
<S²>: 0.78
Orbital gap (alpha / beta), eV: 6.1 / 3.8
Multiplicity: 2

Löwdin atomic charge list, values in e, 6 entries: As 0.807; Ga 0.063; S 0.924; Si 0.498; F -0.210; F -0.222

=====

(2)
Here is a molecular structure, C35H41MgN8O6SSe from the Open Molecules 2025 dataset. Energies are from ωB97M-V/def2-TZVPD.

Geometry as XYZ:
```
93
C35H41MgN8O6SSe (ωB97M-V/def2-TZVPD)
Se 3.7195 1.2983 -0.1547
S 1.9651 -1.0185 -2.6642
Mg 0.9042 0.5137 0.3396
O 4.7774 1.5394 1.0399
O 4.1550 1.8019 -1.6219
O 0.9277 -0.2492 -3.3290
O 3.2438 -1.1091 -3.3142
O 2.3879 -0.8533 1.0226
O 2.2158 1.9448 0.2542
N 2.0096 -0.5883 -1.1535
N -1.7422 -1.0876 -1.9030
N -0.8811 0.8413 -1.0221
N -0.8501 0.9627 1.5871
N -2.1915 0.8901 -3.0228
N -1.7242 -0.8933 2.6544
N 2.2398 0.3448 2.9084
N -3.1502 0.8579 2.1549
C 0.3905 -3.0687 -3.6337
C -0.3224 4.3439 0.0752
C -3.8703 0.9223 3.4070
C -1.8700 0.4917 -4.3800
C -1.1317 -1.8533 -0.8343
C 2.5730 0.6379 4.1658
C -0.4056 -1.4409 2.9134
C 4.9347 -2.2093 0.5585
C -1.8606 0.3524 2.1151
C -3.6538 1.7073 1.0974
C 1.3103 -2.6938 -2.6664
C -2.8181 2.1839 -2.8918
C 4.1053 -1.2081 2.7217
C 4.3888 -0.9101 4.0704
C 1.1766 -4.8775 -1.6829
C 2.9505 -0.5403 2.2555
C 0.4201 4.1181 -2.2099
C -0.8920 2.3773 1.4122
C -2.8021 -1.8616 2.6438
C 3.6411 0.0037 4.7846
C 0.2433 -5.2557 -2.6421
C -1.0243 3.1828 2.5125
C 0.1775 4.9062 -1.1226
C -0.5027 2.1985 -1.0839
C 4.9065 -2.0859 1.9517
C -0.6027 2.9554 0.1313
C 0.0714 2.7580 -2.1970
C 4.1997 -1.6472 -0.4575
C -1.5519 0.2610 -1.9634
C -0.8642 4.5787 2.4169
C -2.8698 -1.7436 -2.5331
C 1.7122 -3.5980 -1.6916
C -0.4979 5.1432 1.2321
C -0.1444 -4.3509 -3.6212
C 3.1328 -0.6834 -0.2733
H 1.4874 -5.5811 -0.9205
H -2.4828 -2.7601 2.1080
H -0.1761 -6.2543 -2.6292
H 0.2941 -0.6422 3.1413
H -3.0770 -2.1579 3.6605
H -0.4654 -2.1206 3.7650
H -1.6625 -1.6932 0.1110
H -0.2978 6.2053 1.1621
H -3.4742 -1.0280 -3.0810
H 5.6829 -2.6076 2.5000
H -0.8631 -4.6440 -4.3776
H -2.5287 -2.5276 -3.2141
H 4.4597 -1.8595 -1.4834
H 0.0954 -2.3463 -4.3834
H -3.4977 -2.2103 -1.7666
H -3.6779 -1.4532 2.1461
H 3.8916 0.2385 5.8120
H -3.6013 2.7721 1.3471
H 5.7059 -2.8892 0.2016
H -0.0829 -1.5930 -0.7173
H 0.4224 5.9611 -1.1357
H -0.9718 5.1885 3.3049
H 0.8858 4.5347 -3.0935
H -2.7816 0.3375 -4.9685
H -4.6974 1.4421 0.9027
H 1.9682 1.3813 4.6720
H -1.2776 -0.4181 -4.3675
H -4.8910 0.5430 3.2943
H -3.9273 1.9585 3.7623
H 0.2790 2.1204 -3.0474
H -1.1706 -2.9111 -1.0959
H 5.2399 -1.3980 4.5324
H -3.7940 2.1543 -3.3885
H 2.4347 -3.2879 -0.9429
H -3.3610 0.3292 4.1629
H -1.2647 1.2627 -4.8692
H -2.2241 2.9860 -3.3404
H -0.0218 -2.0035 2.0535
H -2.9734 2.4325 -1.8439
H -3.0768 1.5316 0.1921
H -1.1829 2.7181 3.4785
```

Summary:
Total charge: -1
Orbital gap, eV: 4.6

Löwdin atomic charge list, values in e, 6 entries: Se 0.990; S 0.584; Mg 0.652; O -0.445; O -0.460; O -0.321

=====

Number 1: calculated total energy -7264.37460 Ha. Number 2: calculated total energy -5247.56137 Ha.